## A
14
Properties=species:S:1:pos:R:3 method="wB97M-V/def2-TZVPD" spin_multiplicity=1 homo_lumo_gap_ev="10.033 / 7.911" total_charge=+1 homo_ev="-15.16 / -15.57"
C 1.96270 0.66404 -0.02221
C -0.37483 -1.58143 0.56302
C 0.45476 0.64516 -0.15695
N -2.41800 1.12635 -0.66621
N -0.34085 -0.26607 0.09170
H 2.45208 0.17246 -0.86585
H 2.49396 1.63298 -0.01656
H 2.02459 0.20859 1.03781
H 0.17635 -2.37107 0.03647
H -1.39970 -1.85535 0.69614
H 0.39280 -1.55641 1.38144
H 0.14809 1.57272 -0.57674
H -2.82539 0.57002 0.06397
H -2.74656 1.03801 -1.56603



## B
14
Properties=species:S:1:pos:R:3 method="wB97M-V/def2-TZVPD" spin_multiplicity=1 homo_lumo_gap_ev=9.050 total_charge=+1 homo_ev=-12.67
C -1.35213 0.41835 0.10078
C -0.01108 0.05348 -0.28084
C 0.92388 -0.69199 0.43845
N 0.62960 -1.35166 1.62089
N 0.40029 0.78097 -1.52584
H -1.89648 0.01042 -0.70831
H -1.65916 1.47289 0.36320
H -1.86971 -0.03827 0.96273
H 1.95582 -0.85207 0.03905
H -0.14573 -1.26790 2.14648
H 1.32695 -1.72152 2.21309
H 0.98410 1.61523 -1.22071
H -0.25900 1.33083 -1.99327
H 0.97265 0.24124 -2.15571



The least stable of them is A.



## A
14
Properties=species:S:1:pos:R:3 method="wB97M-V/def2-TZVPD" spin_multiplicity=1 homo_lumo_gap_ev=6.280 total_charge=+1 homo_ev=-15.09
C 1.71493 0.00312 0.35988
C 0.69601 0.74048 -0.45067
N -1.26953 -0.38485 1.18119
C -1.79683 -0.33571 -0.06029
N -0.28508 -0.02563 -1.19708
H 2.38481 -0.59671 -0.21491
H 1.19672 -0.59551 1.08310
H 2.27565 0.81967 0.97084
H 1.09416 1.60117 -1.10635
H 0.04170 1.40958 0.19794
H -2.14205 -1.18705 -0.62527
H -1.74027 -1.14161 1.65427
H -2.40073 0.49658 -0.13589
H 0.23052 -0.80352 -1.65677



## B
14
Properties=species:S:1:pos:R:3 method="wB97M-V/def2-TZVPD" spin_multiplicity=1 homo_lumo_gap_ev=8.331 total_charge=+1 homo_ev=-12.93
C 0.66519 -1.05795 -1.28304
N 1.71289 -0.33242 -1.08390
H 0.62618 -2.00741 -0.76906
H -0.00916 -0.89458 -2.10363
H 1.80191 0.58724 -1.50062
H 2.29808 -0.52295 -0.28308
C -1.21922 -0.58896 0.22950
C -0.98368 0.71306 0.48128
N -0.42068 1.22279 1.60745
H -0.93564 -1.38017 0.91044
H -1.82588 -0.83440 -0.62575
H -1.13760 1.44376 -0.30240
H -0.55801 0.66836 2.44304
H -0.65829 2.18818 1.78379



The least stable of them is A.



## A
14
Properties=species:S:1:pos:R:3 method="wB97M-V/def2-TZVPD" spin_multiplicity=1 homo_lumo_gap_ev=10.945 total_charge=+1 homo_ev=-15.24
C -1.30788 -2.73972 0.13008
C 0.20488 1.11380 0.37139
C 1.03003 2.36835 0.49909
N -0.65393 -2.01857 -0.66623
N 0.16169 0.47144 -0.72761
H -1.76301 -3.64281 0.01168
H -1.33110 -2.29022 1.16772
H -0.47553 0.78843 1.30168
H 1.91280 2.34240 -0.25536
H 1.49597 2.30000 1.56767
H 0.60544 3.31423 0.42854
H -0.52072 -2.39006 -1.60110
H -0.00239 -0.62975 -0.79430
H 0.64375 1.01249 -1.43324



## B
14
Properties=species:S:1:pos:R:3 method="wB97M-V/def2-TZVPD" spin_multiplicity=1 homo_lumo_gap_ev=10.591 total_charge=+1 homo_ev=-14.23 smiles="C=N[C@H](C)[NH3+]"
C -0.45562 2.17615 -0.79496
C 1.30364 -0.47627 0.02455
C -0.12103 -0.07331 0.54185
N -0.97158 1.02855 -0.63052
N -1.15860 -1.08717 0.41341
H -0.87141 2.63964 -1.69319
H 0.56400 2.36131 -0.40671
H 1.23844 -1.15626 -0.74576
H 1.72754 0.40728 -0.39275
H 1.99711 -0.80099 0.73750
H -0.14692 0.55575 1.53089
H -1.24626 -1.46041 -0.63955
H -2.09380 -0.73340 0.71568
H -0.83351 -1.80641 0.96966



## C
14
Properties=species:S:1:pos:R:3 method="wB97M-V/def2-TZVPD" spin_multiplicity=1 homo_lumo_gap_ev=11.332 total_charge=+1 homo_ev=-14.81 smiles=C[C@H]1NC[NH2+]1
C 0.79253 0.20677 -1.35929
C 0.22108 -0.36079 0.69880
C -1.27511 -0.50475 0.95245
N 1.09515 -0.98258 -0.59509
N 0.70060 1.02494 -0.09856
H 1.73370 0.43783 -1.98914
H -0.22531 0.05423 -1.79830
H 0.93147 -0.48826 1.54937
H -1.62627 -0.54263 1.96351
H -1.49133 -1.46563 0.46217
H -1.75604 0.33104 0.42343
H 0.66779 -1.81722 -0.96332
H 1.67723 1.26550 0.12589
H 0.21195 1.90753 -0.04370



## D
14
Properties=species:S:1:pos:R:3 method="wB97M-V/def2-TZVPD" spin_multiplicity=1 homo_lumo_gap_ev=9.847 total_charge=+1 homo_ev=-15.19
C -0.88399 -2.21758 -0.18402
C -0.61535 -0.80154 -0.63847
N 0.75264 2.18738 -0.04162
C 0.48995 1.12446 0.70667
N 0.35771 -0.12843 0.31796
H -0.52432 -2.29505 0.84421
H -1.86763 -2.52075 -0.51832
H -0.31561 -2.95411 -0.77471
H -0.10197 -0.70443 -1.60066
H -1.53749 -0.22850 -0.60509
H 1.27013 2.35967 -0.89892
H 0.05250 2.93588 -0.01630
H 0.50504 1.15295 1.81491
H 0.89962 -0.82450 0.82627



The least stable of them is B.



## A
14
Properties=species:S:1:pos:R:3 method="wB97M-V/def2-TZVPD" spin_multiplicity=1 homo_lumo_gap_ev=11.487 total_charge=+1 homo_ev=-14.72 smiles="C=C[C@@H](N)[NH3+]"
C -1.98143 -0.07782 0.36432
C -0.89992 -0.19545 -0.38107
C 0.44752 -0.31332 0.30814
N 1.16469 -1.34727 -0.20104
N 1.06010 1.33712 -0.06553
H -2.96103 0.03075 -0.25842
H -2.01237 -0.21082 1.46605
H -1.00910 -0.19906 -1.40447
H 0.24574 -0.34926 1.40262
H 0.75321 -1.69765 -1.00709
H 1.75566 -1.87061 0.40132
H 1.58903 1.92195 0.52348
H 1.66689 1.29016 -0.87449
H 0.18098 1.68128 -0.27380



## B
14
Properties=species:S:1:pos:R:3 method="wB97M-V/def2-TZVPD" spin_multiplicity=1 homo_lumo_gap_ev=7.748 total_charge=+1 homo_ev=-12.71
C 0.28612 1.30575 0.93017
N -0.72260 1.24558 1.69275
H 0.47957 2.17360 0.30127
H 0.94827 0.47171 0.76590
H -0.98686 0.41087 2.20599
H -1.34885 2.03487 1.80423
C 0.24893 0.05218 -1.62115
C -0.27318 -1.02300 -1.02183
N 0.35512 -1.76839 -0.02646
H 1.29669 0.32994 -1.58752
H -0.31168 0.62430 -2.34194
H -1.28829 -1.35290 -1.19706
H 1.36299 -1.82529 -0.05342
H -0.04624 -2.67924 0.14910



The least stable of them is A.



## A
14
Properties=species:S:1:pos:R:3 method="wB97M-V/def2-TZVPD" spin_multiplicity=1 homo_lumo_gap_ev=11.405 total_charge=+1 homo_ev=-15.31 smiles="CCNC=[NH2+]"
C 0.99448 -1.53763 -0.00761
C 0.18855 -0.80863 1.07391
N -0.71557 0.11060 0.31963
C -0.22316 1.19099 -0.23713
N -0.92772 1.99423 -1.09165
H 1.53050 -0.81856 -0.49792
H 1.69091 -2.26246 0.50261
H 0.44770 -2.12045 -0.74617
H -0.55705 -1.55182 1.52809
H 0.62493 -0.31289 1.97626
H -1.71526 -0.10167 0.39002
H 0.86893 1.44593 -0.13617
H -1.90214 2.14734 -1.47647
H -0.30509 2.62500 -1.59740



## B
14
Properties=species:S:1:pos:R:3 method="wB97M-V/def2-TZVPD" spin_multiplicity=1 homo_lumo_gap_ev=11.751 total_charge=+1 homo_ev=-14.99
C 0.37035 0.65677 -1.75699
C -0.31172 1.65633 -1.24580
N 0.59707 -0.58640 -1.01255
H 0.84716 0.67551 -2.72555
H -0.39990 2.56993 -1.80578
H -0.77352 1.59636 -0.27249
H 1.46022 -1.03768 -1.31485
H 0.53421 -0.50381 0.09383
H -0.11248 -1.29059 -1.23599
C -0.83585 -0.75962 2.25747
N 0.27402 -0.63475 1.65515
H -1.77680 -0.60917 1.73560
H -0.90500 -1.09883 3.28966
H 1.03225 -0.63403 2.33829



The least stable of them is B.



## A
16
Properties=species:S:1:pos:R:3 method="wB97M-V/def2-TZVPD" spin_multiplicity=1 homo_lumo_gap_ev=10.764 total_charge=0 homo_ev=-10.48 smiles="CC(=O)O.CC(=O)O"
C -0.75051 1.60668 -2.03560
C -1.18399 2.31133 -3.36626
C 0.91594 -1.62797 1.95525
C 0.96357 -2.32061 3.41489
H -0.22470 -0.15219 -1.29776
H -1.55449 3.47599 -3.29238
H -0.24039 1.96779 -3.94534
H -2.20132 1.73645 -3.60263
H 0.56609 -0.00104 1.04671
H 0.90917 -3.42355 3.55486
H 1.86701 -1.73313 3.69826
H 0.24825 -1.75575 4.19031
O -0.21364 2.19407 -0.97998
O -0.81976 0.26393 -2.21764
O 0.99305 -2.22757 0.82140
O 0.72573 -0.31446 2.05591



## B
16
Properties=species:S:1:pos:R:3 method="wB97M-V/def2-TZVPD" spin_multiplicity=1 homo_lumo_gap_ev=8.859 total_charge=0 homo_ev=-8.21
C -0.48452 -0.41378 0.07105
C -1.41537 -0.14992 -1.11711
C 0.56894 0.65974 0.19927
C 1.88775 0.47966 0.28614
O 0.09436 -1.68384 -0.00986
O -1.25412 -0.49681 1.30495
O -0.00673 1.92005 0.22257
O 2.55730 -0.68889 0.26977
H -0.56112 -2.23585 0.47684
H -1.60240 0.37820 1.50855
H 0.65592 2.57389 0.47092
H 1.90318 -1.40633 0.17550
H 2.55393 1.33338 0.34188
H -2.22717 -0.87344 -1.10882
H -1.82331 0.85464 -1.05247
H -0.84664 -0.25069 -2.03918



The least stable of them is A.



## A
16
Properties=species:S:1:pos:R:3 method="wB97M-V/def2-TZVPD" spin_multiplicity=1 homo_lumo_gap_ev=11.239 total_charge=0 homo_ev=-10.69 smiles="COC=O.COC=O"
O -1.58210 -5.79320 -3.08216
O -0.10244 -4.14722 -2.54159
C -0.66540 -5.34445 -2.43054
C -0.37984 -3.30743 -3.66502
H -0.23978 -5.85215 -1.54242
H -0.89440 -2.41338 -3.27449
H -1.06186 -3.83281 -4.35454
H 0.51002 -2.98253 -4.22999
O -4.44771 -0.99310 5.64333
O -3.76560 -1.07499 3.47324
C -4.63200 -0.88608 4.42709
C -2.51161 -1.75028 3.80900
H -5.53724 -0.43608 3.97355
H -1.70164 -1.01578 3.66387
H -2.36021 -2.58487 3.10393
H -2.45000 -2.14326 4.83778



## B
16
Properties=species:S:1:pos:R:3 method="wB97M-V/def2-TZVPD" spin_multiplicity=1 homo_lumo_gap_ev=10.521 total_charge=0 homo_ev=-10.10 smiles="O=CCCC(=O)O.O"
O 1.00903 2.35873 0.15803
C 0.15490 1.52223 0.21229
O -1.10146 1.78760 0.66215
C 0.29187 0.07389 -0.16969
C 1.27031 -0.59174 0.80939
C 1.34744 -2.10155 0.68694
O 1.63365 -2.80574 1.62546
H -1.14726 2.70767 0.95814
H -0.66902 -0.40643 -0.22203
H 0.75106 0.03643 -1.16000
H 1.04097 -0.36361 1.84911
H 2.26957 -0.22699 0.58307
H 1.12799 -2.52371 -0.31482
H -2.67862 -0.58391 -2.17325
H -2.85608 0.77290 -1.37469
O -2.44435 0.34425 -2.13009



The least stable of them is A.



## A
18
Properties=species:S:1:pos:R:3 method="wB97M-V/def2-TZVPD" spin_multiplicity=1 homo_lumo_gap_ev=9.853 total_charge=0 homo_ev=-9.37
C 1.00550 1.95328 -0.16191
C -0.24200 0.38709 -1.37909
C -0.26920 -0.64852 -0.29063
C -1.34180 -0.53809 0.83664
N 0.19153 1.66858 -1.01260
N 1.00100 -0.59038 0.43467
N 1.78256 2.54027 0.54956
N 2.04464 -0.92880 -0.15651
O 3.13857 -0.68970 0.71181
O 2.33980 -1.37863 -1.26453
H 0.33989 -0.07794 -2.20975
H -1.23061 0.50937 -1.95721
H -0.50612 -1.74507 -0.72313
H -1.55364 -1.44436 1.24497
H -2.25337 -0.12384 0.46863
H -0.96342 -0.08927 1.68849
H 2.66705 2.97097 0.63959
H 2.86660 -0.36237 1.59674



## B
18
Properties=species:S:1:pos:R:3 method="wB97M-V/def2-TZVPD" spin_multiplicity=1 homo_lumo_gap_ev=9.462 total_charge=0 homo_ev=-9.29 smiles="C[C@H]1CN=C(N)N1[N+](=O)[O-]"
C -0.98668 1.13110 -0.70384
C -1.14249 -0.51192 0.80209
C 0.14593 -0.83588 -0.08551
C 1.47944 -0.76162 0.64808
N -1.60031 0.84180 0.35637
N 0.01366 0.12649 -1.15618
N -1.17132 2.15142 -1.52197
N 0.45819 -0.11580 -2.40428
O 0.34707 0.71920 -3.31838
O 1.02849 -1.21777 -2.64455
H -2.02871 -1.20117 0.72517
H -0.94282 -0.45914 1.98410
H -0.24152 -1.88453 -0.46215
H 1.96995 0.03645 0.14750
H 2.01236 -1.63736 0.60700
H 1.44885 -0.47001 1.65636
H -1.81097 2.80732 -1.25868
H -0.70940 2.06890 -2.50538



The least stable of them is A.



## A
9
Properties=species:S:1:pos:R:3 method="wB97M-V/def2-TZVPD" spin_multiplicity=1 homo_lumo_gap_ev="8.351 / 8.357" total_charge=0 homo_ev="-9.40 / -9.41"
C -0.42930 1.26434 0.04680
C -0.59654 -0.01656 -0.52072
N -0.29682 2.27725 0.58285
N 1.39595 -0.44063 -0.04478
O 2.19411 0.32813 -0.45762
O 1.43499 -1.36390 0.72678
S -1.56524 -1.29185 0.04075
H -0.43846 -0.17410 -1.50565
H -1.69869 -0.58268 1.13160



## B
9
Properties=species:S:1:pos:R:3 method="wB97M-V/def2-TZVPD" spin_multiplicity=1 homo_lumo_gap_ev=7.101 total_charge=0 homo_ev=-8.14
C -0.74360 0.58867 1.85124
C -0.34014 -0.85916 -0.29038
N 0.17425 -0.32637 -1.23548
N -1.20499 -1.64263 0.26545
O -1.12565 -2.61255 1.02273
O -2.33413 -0.99248 0.19863
S -2.19909 0.14318 1.88715
H 0.26855 0.99542 1.95958
H 0.01616 -0.54216 -2.33051



The least stable of them is B.